No. 1
C4H8S3 | ωB97M-V/def2-TZVPD

Last column: Mulliken charge in e.
Positions of all 15 atoms, in Å:
C1 2.550 0.074 0.174  -1.494
C2 1.016 -0.108 0.143  0.537
C3 0.257 0.342 -1.134  -0.331
C4 0.162 1.182 0.139  -0.236
H1 3.029 0.111 1.152  0.402
H2 2.888 0.999 -0.303  0.351
H3 2.992 -0.700 -0.482  0.336
H4 -0.301 -2.091 0.068  0.171
H5 0.807 0.835 -1.935  0.279
H6 -2.024 0.164 -1.080  0.155
H7 0.816 2.090 0.162  0.269
H8 -1.292 0.246 1.789  0.174
S1 0.515 -1.575 1.022  -0.180
S2 -1.106 -0.487 -1.822  -0.208
S3 -1.335 1.400 1.093  -0.223

Summary:
SMILES: C[C@@]1(S)[C@H](S)[C@@H]1S
Spin multiplicity: 1
Largest force on an atom (eV/A): 1.564
Orbital gap (Eh): 0.353
E_LUMO (eV): 0.637
Total charge: 0
E_HOMO (eV): -8.98
Relative energy (zero: lowest compared OMol25 entry of this formula, charge and spin) (kcal/mol): 20.32
Energy (eV): -36782.3691

=====

No. 2
C4H8N2 | ωB97M-V/def2-TZVPD

Last column: Mulliken charge in e.
Positions of all 14 atoms, in Å:
C1 -0.637 -0.504 0.360  0.404
C2 -0.246 0.843 -0.276  0.623
C3 0.263 -1.652 0.535  -1.279
C4 1.089 1.263 -0.605  -1.191
N1 -1.613 1.108 -0.633  -0.417
N2 -1.196 -0.281 -0.996  -0.485
H1 -1.246 -0.354 1.224  0.263
H2 0.635 -2.219 -0.341  0.302
H3 -0.103 -2.346 1.323  0.319
H4 1.088 -1.056 1.003  0.260
H5 1.095 2.184 -1.142  0.354
H6 1.530 0.408 -1.117  0.331
H7 1.505 1.426 0.437  0.273
H8 -2.165 1.180 0.228  0.243

Summary:
SMILES: C[C@@H]1N2N[C@@]12C
Spin multiplicity: 1
Largest force on an atom (eV/A): 6.019
Orbital gap (Eh): 0.371
E_LUMO (eV): 1.004
Total charge: 0
E_HOMO (eV): -9.09
Relative energy (zero: lowest compared OMol25 entry of this formula, charge and spin) (kcal/mol): 94.36
Energy (eV): -7253.7834

=====

No. 3
C4H11NO2 | ωB97M-V/def2-TZVPD

Last column: Mulliken charge in e.
Positions of all 18 atoms, in Å:
N1 1.151 3.006 1.130  -0.404
C1 1.283 1.740 0.561  0.047
C2 1.375 0.546 1.171  -0.169
C3 0.870 -0.796 0.813  -0.076
C4 0.646 -1.708 1.802  -0.512
H1 1.766 3.710 0.757  0.309
H2 1.415 3.009 2.115  0.294
H3 1.027 1.661 -0.511  0.342
H4 1.960 0.769 2.103  0.268
H5 0.189 -0.832 -0.050  0.291
H6 -0.329 -2.091 2.005  0.276
H7 1.396 -2.028 2.517  0.329
H8 -3.350 0.762 -1.497  0.314
H9 -2.198 0.522 -2.500  0.322
O1 -2.785 1.196 -2.142  -0.637
H10 -1.787 -3.119 -2.044  0.317
H11 -1.249 -3.566 -3.385  0.314
O2 -1.378 -2.783 -2.845  -0.625

Summary:
Spin multiplicity: 2
Largest force on an atom (eV/A): 4.728
Orbital gap (alpha / beta) (Eh): 0.325 / 0.250
E_LUMO (alpha / beta) (eV): -5.096 / -7.209
Total charge: +1
E_HOMO (alpha / beta) (eV): -13.94 / -14.00
Relative energy (zero: lowest compared OMol25 entry of this formula, charge and spin) (kcal/mol): 42.83
Energy (eV): -9901.1385

=====

No. 4
C30H69BrIN2O7P2Sb | ωB97M-V/def2-TZVPD

Last column: Mulliken charge in e.
Positions of all 113 atoms, in Å:
C1 10.145 -4.182 0.235  -1.300
C2 10.608 -2.765 0.579  -0.497
C3 9.624 -1.693 0.062  -0.508
C4 8.854 -0.982 1.182  -0.709
C5 8.629 0.497 0.922  -1.068
C6 7.749 0.786 -0.299  -0.573
C7 6.268 1.033 0.039  -0.870
C8 5.754 2.387 -0.465  -0.530
C9 4.555 2.934 0.319  -0.903
C10 3.276 3.002 -0.497  0.096
C11 2.075 3.505 0.319  -0.965
C12 0.968 2.466 0.521  -0.567
C13 -0.433 3.070 0.639  -0.713
C14 -1.305 2.374 1.673  -0.584
C15 -2.778 2.702 1.433  -0.527
C16 -3.689 2.327 2.595  -1.241
C17 -4.338 0.933 2.469  0.032
C18 -5.275 0.831 1.282  -1.217
Sb1 -6.471 -1.032 1.059  0.493
O1 -6.056 -0.953 -0.993  -0.591
C19 -7.087 -0.479 -1.795  -0.329
C20 -6.722 -0.699 -3.273  -0.507
C21 -6.507 0.597 -4.068  -1.240
C22 -7.825 -2.806 0.891  0.184
O2 -7.396 -3.894 1.369  -0.413
O3 -8.929 -2.597 0.414  -0.571
P1 -4.314 -2.501 1.267  0.007
O4 -3.134 -1.491 0.655  -0.402
Br1 -4.419 -4.119 -0.334  -0.370
P2 -6.908 -1.184 3.629  -0.239
O5 -6.529 -2.768 3.958  -0.336
I1 -9.376 -0.919 3.718  -0.250
H1 9.855 -4.264 -0.807  0.347
H2 9.282 -4.428 0.845  0.310
H3 10.946 -4.884 0.440  0.384
H4 10.660 -2.728 1.663  0.277
H5 11.610 -2.597 0.200  0.368
H6 8.919 -2.205 -0.585  0.341
H7 10.179 -0.988 -0.552  0.349
H8 7.911 -1.500 1.340  0.233
H9 9.430 -1.070 2.100  0.507
H10 9.583 1.005 0.807  0.418
H11 8.145 0.918 1.802  0.378
H12 7.835 0.003 -1.045  0.388
H13 8.126 1.695 -0.763  0.442
H14 5.687 0.262 -0.462  0.211
H15 6.085 0.968 1.106  0.471
H16 6.580 3.089 -0.364  0.478
H17 5.531 2.318 -1.527  0.262
H18 4.406 2.339 1.218  0.467
H19 4.778 3.945 0.652  0.275
H20 3.467 3.698 -1.310  -0.404
H21 3.053 2.047 -0.966  0.484
H22 1.642 4.357 -0.203  0.445
H23 2.444 3.880 1.271  0.339
H24 1.005 1.788 -0.326  0.407
H25 1.204 1.877 1.405  0.252
H26 -0.381 4.139 0.828  0.399
H27 -0.921 2.940 -0.324  0.274
H28 -1.183 1.299 1.571  0.345
H29 -1.030 2.729 2.663  0.235
H30 -3.093 2.284 0.482  0.291
H31 -2.825 3.787 1.311  0.368
H32 -3.065 2.279 3.490  0.440
H33 -4.447 3.078 2.801  0.444
H34 -4.853 0.769 3.410  0.257
H35 -3.508 0.231 2.423  0.229
H36 -4.758 0.972 0.335  0.183
H37 -5.992 1.648 1.347  0.619
H38 -7.887 -0.023 0.785  -0.007
H39 -8.031 -0.997 -1.605  0.262
H40 -7.284 0.592 -1.642  0.320
H41 -5.783 -1.243 -3.279  0.195
H42 -7.441 -1.345 -3.771  0.396
H43 -7.448 0.985 -4.444  0.289
H44 -5.831 0.399 -4.895  0.370
H45 -6.015 1.317 -3.422  0.342
H46 -3.554 -0.798 0.130  0.325
H47 -7.187 -3.339 3.515  0.262
C23 4.915 7.335 -5.314  -1.426
C24 4.321 7.348 -3.909  0.368
C25 4.660 6.099 -3.084  -0.729
O6 3.918 4.947 -3.421  -0.261
C26 4.406 4.214 -4.528  -0.883
N1 2.877 7.572 -4.010  -0.747
H48 4.370 6.668 -5.981  0.285
H49 4.870 8.333 -5.748  0.360
H50 5.962 7.024 -5.296  0.338
H51 4.754 8.202 -3.379  0.398
H52 4.408 6.307 -2.040  0.332
H53 5.737 5.883 -3.115  0.443
H54 5.499 4.244 -4.581  0.395
H55 3.981 4.577 -5.467  0.246
H56 4.089 3.180 -4.399  0.278
H57 2.489 7.682 -3.078  0.280
H58 2.454 6.713 -4.351  0.329
C27 -6.740 -8.117 4.179  -1.593
C28 -6.928 -6.950 3.207  0.544
C29 -7.113 -7.399 1.750  -0.649
O7 -5.920 -7.817 1.098  -0.324
C30 -5.526 -9.138 1.351  -0.725
N2 -5.825 -6.009 3.371  -0.642
H59 -5.737 -8.542 4.116  0.264
H60 -6.880 -7.774 5.205  0.398
H61 -7.465 -8.916 3.988  0.342
H62 -7.847 -6.429 3.494  0.441
H63 -7.474 -6.540 1.187  0.284
H64 -7.877 -8.192 1.672  0.412
H65 -6.390 -9.805 1.468  0.303
H66 -4.890 -9.210 2.240  0.234
H67 -4.938 -9.479 0.494  0.252
H68 -6.020 -5.192 2.789  0.063
H69 -5.001 -6.421 2.940  0.331

Summary:
Spin multiplicity: 1
Largest force on an atom (eV/A): 1.761
Orbital gap (Eh): 0.116
E_LUMO (eV): 2.839
Total charge: -2
E_HOMO (eV): -0.31
Energy (eV): -152799.8539